Run w
Below is a cluster of 11 separate species, C63H143N5O11 in total, with properties calculated with ωB97M-V/def2-TZVPD.

Properties
SMILES ... CC1(C)CCCC(C)(C)N1O.CC1(C)CCCC(C)(C)N1O.CC1(C)CCCC(C)(C)N1O.CC1(C)CCCC(C)(C)N1O.CC1(C)CCCC(C)(C)N1O.CC(C)O.CC(C)O.CC(C)O.CC(C)O.CC(C)O.CC(C)O
HOMO energy ... -7.782 eV
Frontier orbital gap ... 8.02 eV

CARTESIAN COORDINATES (ANGSTROEM)
C (-1.784, 6.249, -4.602)
C (-1.262, 7.621, -5.207)
C (-0.960, 8.702, -4.238)
O (-0.044, 7.389, -5.949)
H (-2.853, 6.389, -4.443)
H (-1.311, 6.037, -3.643)
H (-1.574, 5.510, -5.376)
H (-2.027, 7.942, -5.914)
H (-1.789, 8.778, -3.534)
H (-1.069, 9.633, -4.795)
H (0.060, 8.732, -3.855)
H (0.570, 6.899, -5.397)
C (-0.312, -2.782, -6.499)
C (-0.371, -1.284, -6.932)
C (0.046, -0.322, -5.775)
O (0.586, -1.204, -8.009)
H (-0.997, -3.400, -7.080)
H (-0.638, -2.948, -5.472)
H (0.670, -3.252, -6.549)
H (-1.403, -1.089, -7.224)
H (1.073, -0.447, -5.433)
H (-0.511, -0.619, -4.886)
H (0.002, 0.740, -6.018)
H (0.471, -1.926, -8.632)
C (-3.460, -2.989, 5.842)
C (-2.895, -3.313, 4.533)
C (-3.956, -4.215, 3.775)
O (-2.827, -2.163, 3.702)
H (-2.813, -2.315, 6.402)
H (-3.715, -3.861, 6.444)
H (-4.443, -2.519, 5.792)
H (-1.917, -3.790, 4.599)
H (-3.440, -4.625, 2.907)
H (-4.862, -3.726, 3.416)
H (-4.264, -5.066, 4.383)
H (-3.091, -1.471, 4.313)
C (-1.503, -4.724, -1.733)
C (-2.677, -4.942, -0.795)
C (-3.401, -6.269, -1.130)
O (-2.345, -5.175, 0.534)
H (-0.825, -3.910, -1.479)
H (-1.839, -4.643, -2.767)
H (-1.075, -5.720, -1.623)
H (-3.186, -3.981, -0.865)
H (-2.753, -7.143, -1.064)
H (-3.902, -6.342, -2.096)
H (-4.204, -6.597, -0.471)
H (-2.001, -4.341, 0.862)
C (2.790, 3.366, -4.323)
C (3.278, 4.215, -5.373)
C (2.488, 5.425, -5.811)
O (4.503, 4.668, -4.855)
H (3.421, 2.484, -4.207)
H (1.752, 3.106, -4.529)
H (2.641, 3.937, -3.406)
H (3.304, 3.583, -6.261)
H (2.605, 6.216, -5.071)
H (1.479, 5.206, -6.159)
H (2.929, 5.798, -6.736)
H (4.710, 5.464, -5.350)
C (2.056, -2.645, -3.697)
C (2.731, -3.965, -3.331)
C (2.297, -5.156, -4.130)
O (4.113, -3.808, -3.583)
H (1.000, -2.743, -3.948)
H (2.432, -2.168, -4.603)
H (2.264, -1.821, -3.014)
H (2.671, -4.285, -2.291)
H (2.811, -6.033, -3.736)
H (2.611, -5.113, -5.173)
H (1.220, -5.280, -4.237)
H (4.565, -3.442, -2.819)
C (-0.330, -1.147, -0.969)
C (-0.252, 0.054, 0.007)
C (1.099, 0.598, -0.076)
C (1.449, 1.544, -1.220)
C (0.438, 2.773, -1.148)
C (-0.995, 2.196, -1.295)
N (-1.195, 1.159, -0.294)
O (-2.523, 0.868, -0.022)
C (-1.928, 3.370, -0.966)
C (-1.255, 1.683, -2.678)
C (-0.356, -0.579, 1.380)
H (-1.387, -1.243, -1.218)
H (0.038, -2.115, -0.629)
H (0.238, -0.898, -1.865)
H (1.363, 1.038, 0.885)
H (1.760, -0.259, -0.208)
H (1.572, 0.993, -2.152)
H (2.441, 1.941, -1.006)
H (0.740, 3.371, -2.008)
H (0.620, 3.299, -0.211)
H (-1.951, 3.620, 0.095)
H (-1.736, 4.285, -1.527)
H (-2.959, 3.123, -1.217)
H (-1.517, 2.459, -3.396)
H (-0.378, 1.247, -3.158)
H (-2.141, 1.050, -2.722)
H (-1.407, -0.740, 1.622)
H (0.109, 0.087, 2.107)
H (0.051, -1.589, 1.443)
H (-2.636, 1.019, 0.920)
C (-0.830, 6.101, 5.097)
C (-0.770, 4.611, 4.549)
C (0.151, 3.850, 5.680)
C (0.104, 2.310, 5.448)
C (-1.408, 1.831, 5.508)
C (-2.383, 2.522, 4.549)
N (-2.107, 3.988, 4.512)
O (-3.089, 4.676, 3.673)
C (-2.213, 1.730, 3.182)
C (-3.860, 2.285, 4.980)
C (0.133, 4.601, 3.277)
H (-1.248, 6.812, 4.384)
H (0.203, 6.264, 5.403)
H (-1.508, 6.223, 5.941)
H (1.128, 4.274, 5.914)
H (-0.288, 4.082, 6.650)
H (0.603, 1.821, 6.285)
H (0.584, 2.019, 4.514)
H (-1.690, 2.081, 6.531)
H (-1.348, 0.753, 5.354)
H (-1.167, 1.579, 2.912)
H (-2.656, 0.735, 3.141)
H (-2.789, 2.228, 2.402)
H (-4.516, 2.785, 4.268)
H (-4.076, 1.235, 5.177)
H (-3.971, 2.805, 5.932)
H (-0.129, 5.341, 2.520)
H (0.040, 3.707, 2.659)
H (1.216, 4.684, 3.366)
H (-3.816, 4.910, 4.254)
C (4.632, 2.238, 4.695)
C (4.383, 0.699, 4.439)
C (5.329, 0.280, 3.266)
C (6.827, 0.081, 3.696)
C (6.978, -0.932, 4.864)
C (6.077, -0.511, 6.132)
N (4.703, -0.070, 5.653)
O (3.774, 0.186, 6.612)
C (5.843, -1.875, 6.904)
C (6.745, 0.646, 6.963)
C (2.947, 0.320, 4.054)
H (4.602, 2.771, 3.745)
H (5.653, 2.606, 4.788)
H (4.012, 2.606, 5.513)
H (4.978, -0.472, 2.559)
H (5.401, 1.131, 2.588)
H (7.345, 0.935, 4.135)
H (7.587, -0.023, 2.921)
H (8.051, -0.920, 5.058)
H (6.687, -1.896, 4.447)
H (5.284, -1.614, 7.802)
H (5.389, -2.688, 6.338)
H (6.790, -2.338, 7.184)
H (6.937, 1.435, 6.237)
H (6.040, 1.067, 7.680)
H (7.716, 0.421, 7.405)
H (2.728, -0.700, 3.738)
H (2.818, 0.983, 3.199)
H (2.175, 0.669, 4.740)
H (3.026, -0.337, 6.314)
C (2.944, -3.479, 6.680)
C (1.767, -4.355, 6.247)
C (0.881, -3.399, 5.360)
C (1.120, -3.389, 3.875)
C (1.079, -4.882, 3.436)
C (2.151, -5.880, 4.103)
N (2.216, -5.619, 5.570)
O (2.988, -6.467, 6.376)
C (1.750, -7.350, 3.821)
C (3.528, -5.673, 3.417)
C (0.785, -4.848, 7.287)
H (3.492, -3.257, 5.765)
H (3.773, -3.932, 7.224)
H (2.728, -2.543, 7.195)
H (-0.153, -3.363, 5.706)
H (1.210, -2.405, 5.662)
H (2.059, -2.920, 3.580)
H (0.372, -2.749, 3.407)
H (1.283, -4.945, 2.367)
H (0.040, -5.210, 3.468)
H (1.535, -7.575, 2.776)
H (2.543, -8.014, 4.167)
H (0.853, -7.542, 4.408)
H (3.451, -5.824, 2.340)
H (3.935, -4.685, 3.632)
H (4.105, -6.533, 3.758)
H (-0.002, -5.503, 6.913)
H (0.094, -4.109, 7.694)
H (1.276, -5.311, 8.143)
H (3.922, -6.409, 6.162)
C (-3.593, 3.561, -7.476)
C (-4.229, 2.274, -7.013)
C (-5.750, 2.494, -6.718)
C (-6.626, 1.298, -6.429)
C (-6.519, 0.334, -7.661)
C (-5.069, -0.002, -8.072)
N (-4.202, 1.226, -8.111)
O (-2.885, 0.950, -8.473)
C (-4.573, -1.165, -7.192)
C (-5.164, -0.513, -9.484)
C (-3.577, 1.884, -5.603)
H (-4.048, 3.965, -8.380)
H (-2.557, 3.280, -7.664)
H (-3.514, 4.319, -6.697)
H (-5.792, 3.289, -5.974)
H (-6.303, 2.937, -7.546)
H (-7.681, 1.509, -6.254)
H (-6.213, 0.772, -5.569)
H (-6.999, 0.854, -8.489)
H (-7.141, -0.556, -7.565)
H (-5.410, -1.779, -6.860)
H (-3.884, -1.791, -7.757)
H (-3.986, -0.756, -6.369)
H (-5.561, -1.526, -9.428)
H (-5.861, 0.062, -10.092)
H (-4.208, -0.535, -10.007)
H (-3.981, 1.065, -5.008)
H (-3.480, 2.773, -4.979)
H (-2.555, 1.581, -5.828)
H (-2.953, 1.096, -9.419)

Atom charges from the Mulliken analysis, given in e for atoms 1 to 4:
1 C -1.20
2 C 0.26
3 C -1.26
4 O -0.52


Run x
Below is a cluster of 11 separate species, C63H143N5O11 in total, with properties calculated with ωB97M-V/def2-TZVPD.

Properties
SMILES ... CC1(C)CCCC(C)(C)N1O.CC1(C)CCCC(C)(C)N1O.CC1(C)CCCC(C)(C)N1O.CC1(C)CCCC(C)(C)N1O.CC1(C)CCCC(C)(C)N1O.CC(C)O.CC(C)O.CC(C)O.CC(C)O.CC(C)O.CC(C)O
HOMO energy ... -8.362 eV
Frontier orbital gap ... 8.90 eV

CARTESIAN COORDINATES (ANGSTROEM)
C (-6.842, -34.227, -11.651)
C (-7.357, -34.659, -10.261)
C (-8.176, -35.978, -10.420)
C (-8.327, -36.647, -9.063)
C (-6.951, -36.936, -8.509)
C (-6.102, -35.760, -8.158)
N (-6.022, -35.011, -9.510)
O (-5.280, -33.756, -9.265)
C (-6.605, -34.893, -7.059)
C (-4.669, -36.268, -7.757)
C (-8.178, -33.574, -9.628)
H (-6.213, -35.027, -12.099)
H (-6.173, -33.357, -11.558)
H (-7.737, -33.935, -12.262)
H (-9.122, -35.775, -10.970)
H (-7.616, -36.637, -11.110)
H (-8.814, -37.603, -9.059)
H (-8.876, -36.046, -8.361)
H (-6.532, -37.615, -9.305)
H (-6.974, -37.529, -7.584)
H (-6.507, -35.414, -6.073)
H (-6.110, -33.921, -7.018)
H (-7.679, -34.599, -7.135)
H (-4.134, -35.439, -7.255)
H (-4.781, -37.070, -6.980)
H (-4.280, -36.623, -8.732)
H (-8.714, -33.755, -8.666)
H (-8.855, -33.200, -10.369)
H (-7.429, -32.735, -9.399)
H (-4.476, -33.790, -9.777)
C (-11.729, -29.449, -3.390)
C (-10.204, -29.168, -3.341)
C (-9.620, -29.569, -1.954)
C (-8.105, -29.545, -1.950)
C (-7.676, -30.606, -2.996)
C (-8.136, -30.247, -4.403)
N (-9.593, -30.026, -4.335)
O (-10.122, -29.678, -5.652)
C (-7.364, -29.115, -5.126)
C (-7.988, -31.558, -5.195)
C (-9.983, -27.680, -3.568)
H (-12.228, -29.089, -2.489)
H (-11.887, -30.552, -3.410)
H (-12.305, -29.021, -4.213)
H (-10.152, -28.953, -1.224)
H (-10.085, -30.568, -1.742)
H (-7.683, -29.738, -0.950)
H (-7.811, -28.544, -2.341)
H (-8.237, -31.508, -2.761)
H (-6.639, -30.825, -3.089)
H (-7.560, -28.142, -4.640)
H (-6.260, -29.246, -5.156)
H (-7.767, -28.988, -6.143)
H (-6.962, -31.904, -5.374)
H (-8.585, -32.357, -4.719)
H (-8.429, -31.397, -6.206)
H (-10.284, -27.484, -4.577)
H (-8.973, -27.392, -3.444)
H (-10.698, -27.066, -2.940)
H (-10.595, -30.461, -5.957)
C (-3.731, -31.208, -5.430)
C (-3.791, -30.639, -6.827)
C (-5.102, -31.050, -7.526)
C (-5.369, -30.285, -8.850)
C (-5.341, -28.804, -8.560)
C (-3.984, -28.400, -7.910)
N (-3.814, -29.194, -6.713)
O (-2.710, -28.702, -6.024)
C (-2.837, -28.461, -8.910)
C (-4.100, -26.960, -7.543)
C (-2.541, -31.128, -7.625)
H (-2.726, -31.066, -5.098)
H (-3.834, -32.262, -5.335)
H (-4.399, -30.789, -4.735)
H (-5.029, -32.105, -7.730)
H (-5.888, -30.772, -6.815)
H (-6.337, -30.570, -9.310)
H (-4.636, -30.544, -9.680)
H (-6.161, -28.607, -7.815)
H (-5.605, -28.261, -9.468)
H (-2.661, -29.430, -9.346)
H (-3.109, -27.806, -9.762)
H (-1.905, -28.018, -8.560)
H (-4.866, -26.760, -6.760)
H (-3.178, -26.535, -7.156)
H (-4.324, -26.439, -8.445)
H (-1.723, -30.439, -7.462)
H (-2.721, -31.197, -8.728)
H (-2.277, -32.190, -7.414)
H (-3.161, -28.296, -5.246)
C (-5.010, -30.407, -13.676)
C (-4.565, -29.053, -13.212)
C (-3.143, -29.192, -12.633)
C (-2.342, -27.868, -12.448)
C (-2.250, -27.217, -13.835)
C (-3.629, -26.873, -14.347)
N (-4.416, -28.159, -14.448)
O (-5.697, -27.758, -14.967)
C (-4.164, -25.756, -13.585)
C (-3.509, -26.334, -15.779)
C (-5.571, -28.422, -12.255)
H (-4.423, -30.570, -14.577)
H (-6.052, -30.352, -13.930)
H (-4.895, -31.217, -12.908)
H (-3.225, -29.733, -11.660)
H (-2.532, -29.780, -13.362)
H (-1.311, -27.994, -12.074)
H (-2.694, -27.166, -11.688)
H (-1.758, -27.967, -14.553)
H (-1.609, -26.374, -13.882)
H (-3.621, -24.851, -13.922)
H (-5.181, -25.612, -13.870)
H (-4.053, -25.803, -12.517)
H (-4.453, -26.133, -16.231)
H (-2.813, -25.456, -15.690)
H (-2.984, -27.066, -16.423)
H (-6.503, -28.143, -12.836)
H (-5.170, -27.451, -11.815)
H (-5.844, -29.017, -11.412)
H (-5.863, -28.324, -15.698)
C (-10.985, -24.671, -5.771)
C (-10.223, -23.489, -6.390)
C (-9.485, -22.601, -5.425)
C (-8.005, -22.997, -5.098)
C (-7.231, -23.524, -6.355)
C (-8.012, -24.618, -7.059)
N (-9.264, -23.982, -7.405)
O (-10.024, -24.817, -8.326)
C (-7.197, -24.941, -8.355)
C (-8.014, -25.898, -6.360)
C (-11.270, -22.581, -7.061)
H (-11.337, -25.329, -6.557)
H (-11.732, -24.392, -5.032)
H (-10.338, -25.250, -5.134)
H (-9.483, -21.608, -5.906)
H (-10.080, -22.453, -4.514)
H (-8.051, -23.858, -4.358)
H (-7.459, -22.166, -4.570)
H (-6.264, -23.915, -6.178)
H (-7.115, -22.624, -6.982)
H (-7.269, -24.110, -9.028)
H (-6.135, -25.117, -8.111)
H (-7.422, -25.847, -8.987)
H (-8.708, -26.621, -6.788)
H (-7.021, -26.285, -6.456)
H (-8.357, -25.788, -5.350)
H (-11.922, -23.165, -7.702)
H (-10.849, -21.800, -7.739)
H (-11.946, -22.158, -6.298)
H (-10.133, -24.334, -9.124)
C (-1.897, -23.015, -11.625)
C (-1.998, -23.297, -10.143)
C (-1.667, -24.812, -9.806)
O (-0.919, -22.448, -9.422)
H (-2.497, -22.157, -11.988)
H (-2.407, -23.780, -12.264)
H (-0.865, -22.996, -11.912)
H (-2.944, -22.857, -9.739)
H (-1.706, -25.029, -8.742)
H (-0.725, -25.030, -10.313)
H (-2.389, -25.539, -10.227)
H (-1.266, -21.562, -9.651)
C (-5.195, -26.093, -3.580)
C (-3.975, -26.720, -2.849)
C (-4.214, -26.871, -1.327)
O (-3.762, -27.896, -3.573)
H (-5.369, -25.108, -3.238)
H (-6.050, -26.766, -3.359)
H (-5.076, -26.049, -4.673)
H (-3.108, -26.030, -2.962)
H (-3.329, -27.148, -0.820)
H (-4.986, -27.554, -1.197)
H (-4.602, -25.971, -0.918)
H (-3.039, -28.456, -3.172)
C (-11.357, -29.621, -9.126)
C (-10.218, -28.692, -9.398)
C (-9.250, -29.137, -10.505)
O (-10.836, -27.432, -9.614)
H (-12.124, -29.617, -9.936)
H (-11.835, -29.356, -8.167)
H (-10.879, -30.625, -9.024)
H (-9.593, -28.690, -8.452)
H (-9.862, -29.442, -11.384)
H (-8.563, -29.874, -10.193)
H (-8.684, -28.242, -10.792)
H (-10.363, -26.743, -9.150)
C (-4.175, -35.324, -1.801)
C (-5.524, -35.387, -2.409)
C (-6.698, -35.358, -1.447)
O (-5.606, -34.370, -3.397)
H (-3.941, -36.249, -1.256)
H (-4.119, -34.496, -1.061)
H (-3.435, -35.245, -2.557)
H (-5.562, -36.362, -2.921)
H (-7.654, -35.607, -1.979)
H (-6.776, -34.402, -0.922)
H (-6.455, -36.187, -0.755)
H (-6.488, -34.428, -3.822)
C (0.357, -27.284, -5.303)
C (0.696, -28.780, -5.568)
C (2.034, -29.226, -5.236)
O (-0.335, -29.455, -4.801)
H (0.582, -26.977, -4.273)
H (-0.688, -27.058, -5.409)
H (0.903, -26.735, -5.994)
H (0.642, -28.989, -6.635)
H (2.290, -28.917, -4.162)
H (2.779, -28.670, -5.844)
H (2.094, -30.308, -5.444)
H (-1.173, -29.319, -5.369)
C (-0.744, -30.525, -0.666)
C (-1.627, -30.558, -1.958)
C (-3.138, -30.856, -1.592)
O (-1.586, -29.202, -2.568)
H (0.288, -30.173, -0.866)
H (-0.784, -31.512, -0.209)
H (-1.164, -29.776, 0.006)
H (-1.249, -31.223, -2.738)
H (-3.450, -30.316, -0.666)
H (-3.410, -31.943, -1.397)
H (-3.856, -30.520, -2.373)
H (-0.897, -29.272, -3.261)

Atom charges from the Mulliken analysis, given in e for atoms 1 to 4:
1 C -1.77
2 C 2.09
3 C -1.44
4 C -0.56


Most stable one: run x, least stable one: run w.


Run w
Below is a cluster of 2 separate species, C4H8NO3 in total, with properties calculated with ωB97M-V/def2-TZVPD.

Properties
2S+1 ... 2
HOMO energy (alpha / beta) ... -9.752 / -9.751 eV
Frontier orbital gap (alpha / beta) ... 10.22 / 5.96 eV

CARTESIAN COORDINATES (ANGSTROEM)
C (-0.422, 2.585, -0.305)
C (0.969, 2.125, -0.739)
O (1.616, 2.738, -1.565)
N (1.474, 1.012, -0.134)
H (-0.598, 2.138, 0.665)
H (-1.158, 2.286, -1.030)
H (2.235, 0.589, -0.645)
H (0.894, 0.392, 0.407)
H (-0.310, 3.665, -0.232)
C (-1.653, -1.816, -0.413)
C (-0.793, -2.253, 0.852)
O (-0.246, -1.189, 1.284)
O (-0.679, -3.423, 1.099)
H (-0.951, -1.816, -1.236)
H (-2.230, -0.906, -0.298)
H (-2.336, -2.649, -0.541)

Atom charges from the Mulliken analysis, given in e for atoms 1 to 4:
1 C -0.83
2 C 0.58
3 O -0.61
4 N -0.36


Run x
Below is a cluster of 2 separate species, C4H8NO3 in total, with properties calculated with ωB97M-V/def2-TZVPD.

Properties
2S+1 ... 2
HOMO energy (alpha / beta) ... -9.449 / -9.439 eV
Frontier orbital gap (alpha / beta) ... 10.20 / 6.33 eV

CARTESIAN COORDINATES (ANGSTROEM)
C (-1.456, -1.791, -1.795)
C (-0.449, -1.474, -0.724)
O (0.525, -0.719, -0.969)
N (-0.621, -2.038, 0.411)
H (-1.752, -0.863, -2.310)
H (-2.352, -2.221, -1.334)
H (0.106, -1.855, 1.116)
H (-1.395, -2.662, 0.595)
H (-1.081, -2.451, -2.518)
C (0.888, 2.842, 0.900)
C (1.634, 1.576, 1.288)
O (2.472, 1.097, 0.506)
O (1.326, 1.039, 2.392)
H (1.583, 3.711, 0.913)
H (0.054, 3.067, 1.591)
H (0.516, 2.744, -0.061)

Atom charges from the Mulliken analysis, given in e for atoms 1 to 4:
1 C -0.95
2 C 0.62
3 O -0.64
4 N -0.33


Most stable one: run w, least stable one: run x.